Molecular formula: C5H7N
Method: DFT, ωB97M-V with the def2-TZVPD basis set

XYZ file:
```
13
Properties=species:S:1:pos:R:3:nbo_charge:R:1
C 1.199 -0.005 -0.670 -0.2850
C 0.814 -0.964 0.179 -0.1514
C -0.598 -0.972 0.665 -0.2710
N -1.453 0.093 0.151 -0.6395
C -0.691 1.313 0.094 -0.0365
C 0.513 1.283 -0.489 -0.2447
H 2.088 -0.096 -1.283 0.2156
H 1.394 -1.837 0.456 0.2082
H -0.754 -1.874 0.052 0.2304
H -0.790 -1.178 1.728 0.2032
H -1.677 -0.152 -0.813 0.3592
H -1.112 2.185 0.587 0.1954
H 1.091 2.184 -0.664 0.2163
```

Results
- SMILES: C1=CCNC=C1
- Net charge: 0
- Energy above the lowest of the compared OMol25 structures with the same formula, charge and spin: 48.4 kcal/mol

---

Molecular formula: C11H19N
Method: DFT, ωB97M-V with the def2-TZVPD basis set

XYZ file:
```
31
Properties=species:S:1:pos:R:3:nbo_charge:R:1
C 1.537 1.808 -2.408 -0.6557
C 0.567 1.184 -1.374 0.3635
N 0.387 -0.042 -1.536 -0.4540
C -0.579 -0.691 -0.754 0.1140
C -1.799 -1.120 -1.544 -0.6228
C -0.712 -0.052 0.743 -0.2604
C 0.132 1.218 1.057 -0.2182
C -0.352 1.870 2.378 -0.5993
C 0.155 2.054 -0.135 -0.4801
C -0.048 -1.408 0.503 -0.0592
C -0.728 -2.697 0.923 -0.5966
C 1.450 -1.622 0.527 -0.6241
H 1.904 2.727 -1.987 0.2008
H 0.892 2.024 -3.287 0.2242
H 2.336 1.121 -2.679 0.2350
H -1.400 -2.142 -2.025 0.2172
H -1.915 -0.405 -2.369 0.2266
H -2.761 -1.237 -0.895 0.2215
H -1.748 -0.023 1.057 0.2139
H 1.179 0.801 1.275 0.2002
H -1.425 2.177 2.365 0.2074
H 0.286 2.764 2.454 0.2071
H -0.108 1.009 3.201 0.2199
H 0.838 2.948 0.018 0.2127
H -0.828 2.379 -0.259 0.2192
H -0.332 -3.638 0.263 0.2086
H -1.748 -2.661 0.692 0.2073
H -0.699 -2.901 2.093 0.2151
H 1.670 -2.147 1.391 0.2114
H 2.170 -0.741 0.396 0.2223
H 1.683 -2.554 -0.082 0.2224
```

Results
- SMILES: CC1=N[C@]2(C)[C@H]([C@H](C)C1)C2(C)C
- Net charge: 0
- Energy above the lowest of the compared OMol25 structures with the same formula, charge and spin: 80.9 kcal/mol

---

Molecular formula: C12H12F5S3Tl
Method: DFT, ωB97M-V with the def2-TZVPD basis set

XYZ file:
```
33
Properties=species:S:1:pos:R:3:lowdin_charge:R:1
Tl 0.548 -0.123 -0.509 0.9078
C -1.279 1.952 -2.308 -0.4416
C -2.411 1.423 -1.427 -0.4397
S -2.095 -0.224 -0.715 0.9433
C -2.448 -0.022 1.062 -0.4534
C -1.780 1.129 1.804 -0.4411
S 0.043 1.070 1.826 0.9426
C 0.554 2.723 1.261 -0.4547
C -0.001 3.223 -0.069 -0.4220
S 0.361 2.178 -1.530 0.9430
H -1.090 1.291 -3.157 0.1032
H -1.549 2.924 -2.725 0.1142
H -2.674 2.113 -0.629 0.0796
H -3.294 1.328 -2.061 0.1096
H -3.530 0.062 1.170 0.1118
H -2.169 -0.987 1.491 0.1010
H -2.097 2.103 1.436 0.0821
H -2.094 1.073 2.847 0.1076
H 0.294 3.444 2.037 0.1136
H 1.645 2.668 1.246 0.1016
H -1.079 3.366 -0.034 0.0796
H 0.447 4.191 -0.296 0.1103
F 3.119 -0.880 1.111 0.0856
C 2.685 -2.002 0.520 -0.2461
C 1.578 -1.940 -0.306 -0.1818
C 1.114 -3.087 -0.922 -0.2460
F 0.037 -3.012 -1.714 0.0889
C 1.750 -4.298 -0.727 -0.1262
F 1.312 -5.395 -1.310 0.1790
C 2.869 -4.345 0.100 -0.1028
F 3.488 -5.485 0.284 0.1984
C 3.344 -3.198 0.731 -0.1263
F 4.403 -3.261 1.512 0.1790
```

Results
- Net charge: +2

---

Molecular formula: CH14O5S
Method: DFT, ωB97M-V with the def2-TZVPD basis set

XYZ file:
```
21
Properties=species:S:1:pos:R:3:nbo_charge:R:1
C 3.429 1.272 2.151 -0.7178
S 2.425 2.794 1.735 -0.0902
H 4.235 1.622 2.787 0.2234
H 2.767 0.559 2.600 0.2234
H 4.028 0.941 1.311 0.2300
H 1.873 3.115 2.922 0.1332
O -1.014 -1.485 2.130 -0.9229
H -0.163 -1.146 1.816 0.4653
H -1.452 -0.623 2.154 0.4572
O 1.006 -0.291 -0.373 -0.9420
H 1.390 0.437 0.136 0.4763
H 1.780 -0.557 -0.885 0.4646
O -1.747 1.289 -1.612 -0.9456
H -1.917 0.616 -2.288 0.4808
H -2.498 1.064 -1.044 0.4613
O -3.451 -0.475 -3.277 -0.9555
H -3.388 -1.435 -3.294 0.4818
H -4.231 -0.262 -3.791 0.4772
O -1.368 -2.423 -0.868 -0.9383
H -0.946 -3.255 -1.101 0.4600
H -0.759 -1.757 -1.210 0.4778
```

Results
- SMILES: CS.O.O.O.O.O
- Net charge: 0
- Energy above the lowest of the compared OMol25 structures with the same formula, charge and spin: 26.0 kcal/mol

---

The records above give, respectively, DFT total energy values of -6786.414; -13202.448; -63407.514; -22336.242 eV.